Molecular formula: C32H89F12MgN9O21S4
Method: DFT, wB97M-V/def2-TZVPD

Values from the calculation:
E_HOMO = -8.87 eV
total charge = 0
LUMO energy = -5.55 eV
HOMO-LUMO gap = 3.3 eV

```
168
C32H89F12MgN9O21S4 (wB97M-V/def2-TZVPD)
Mg 4.104 0.349 -3.067
C -0.433 2.231 -1.278
F -0.187 2.769 -2.494
F 0.158 2.879 -0.252
F -1.739 2.326 -1.069
S -0.157 0.345 -1.367
O -1.151 -0.138 -0.399
O -0.383 -0.157 -2.745
N 1.563 0.166 -0.904
S 1.498 0.196 0.723
O 2.857 0.512 1.243
O 0.468 1.029 1.290
C 1.106 -1.644 1.360
F 1.635 -1.938 2.586
F -0.210 -1.910 1.416
F 1.676 -2.522 0.524
C 7.937 -3.231 -3.133
F 6.923 -3.967 -3.055
F 8.932 -3.931 -2.785
F 8.128 -2.937 -4.390
S 7.789 -1.592 -2.063
O 6.579 -1.667 -1.242
O 9.001 -1.516 -1.360
N 7.285 -0.352 -3.203
S 8.748 0.210 -3.479
O 9.188 1.106 -2.366
O 9.788 -0.700 -3.997
C 8.455 1.521 -4.969
F 7.749 1.005 -5.943
F 7.919 2.680 -4.569
F 9.613 1.923 -5.499
O 2.605 1.571 -5.727
H 2.198 0.985 -6.365
H 2.484 2.446 -6.094
O 2.486 5.878 1.969
H 2.398 6.014 2.913
H 2.045 5.045 1.804
O 4.789 3.471 -2.137
H 5.635 3.722 -1.765
H 4.363 4.303 -2.345
O 0.406 -1.110 -7.956
H -0.031 -1.471 -8.727
H -0.254 -1.151 -7.264
O 2.091 5.805 -5.900
H 2.882 6.055 -6.376
H 1.524 6.575 -5.957
O 3.413 -2.720 -4.223
H 3.233 -3.572 -3.825
H 3.664 -2.923 -5.124
C -4.727 -3.439 11.883
C -3.725 -4.144 10.959
C -2.252 -3.537 10.767
O -1.534 -4.075 9.703
C -0.341 -3.414 9.496
N -3.773 -5.507 11.367
H -5.214 -2.578 11.425
H -4.218 -3.073 12.774
H -5.553 -4.077 12.196
H -4.251 -4.244 10.009
H -1.708 -3.621 11.708
H -2.399 -2.467 10.623
H 0.178 -3.941 8.696
H 0.328 -3.476 10.354
H -0.508 -2.394 9.150
H -3.166 -6.127 10.851
H -3.416 -5.575 12.310
C -8.371 3.869 -0.512
C -7.490 3.602 0.762
C -7.538 4.850 1.769
O -8.792 5.201 2.309
C -8.810 6.355 3.083
N -8.134 2.434 1.346
H -9.331 4.264 -0.178
H -8.557 3.011 -1.159
H -7.987 4.724 -1.067
H -6.477 3.340 0.457
H -7.123 5.681 1.198
H -6.814 4.641 2.556
H -8.261 6.410 4.023
H -9.849 6.670 3.170
H -8.348 7.143 2.489
H -9.043 2.848 1.495
H -8.235 1.662 0.703
C 0.628 9.921 -2.053
C -0.552 9.995 -0.991
C -1.682 9.021 -1.053
O -2.244 9.372 -2.210
C -3.150 8.413 -2.748
N 0.025 9.851 0.354
H 0.164 9.993 -3.036
H 0.981 8.892 -1.993
H 1.404 10.659 -1.847
H -0.794 11.055 -1.074
H -2.344 9.098 -0.191
H -1.429 7.964 -1.141
H -2.704 7.629 -3.360
H -3.949 8.901 -3.307
H -3.706 7.887 -1.971
H 0.443 8.943 0.502
H -0.746 9.754 1.000
C -0.947 -8.118 4.181
C -1.190 -9.340 3.383
C 0.090 -10.142 3.122
O -0.048 -11.463 2.598
C -0.955 -11.446 1.434
N -2.140 -10.166 4.085
H -1.817 -7.462 4.172
H -0.095 -7.578 3.770
H -0.776 -8.234 5.252
H -1.750 -9.182 2.462
H 0.582 -10.355 4.071
H 0.763 -9.533 2.518
H -0.355 -11.894 0.641
H -1.217 -10.467 1.033
H -1.917 -11.957 1.426
H -1.554 -10.473 4.848
H -2.255 -10.993 3.517
C -3.248 -5.657 -2.364
C -2.156 -6.321 -3.291
C -2.456 -7.673 -3.838
O -1.461 -8.072 -4.745
C -1.806 -9.413 -5.235
N -2.254 -5.369 -4.374
H -3.594 -6.400 -1.645
H -4.116 -5.300 -2.918
H -2.799 -4.919 -1.699
H -1.249 -6.409 -2.693
H -3.406 -7.676 -4.373
H -2.536 -8.361 -2.996
H -1.950 -10.116 -4.416
H -1.063 -9.790 -5.938
H -2.728 -9.432 -5.815
H -2.256 -4.429 -4.004
H -1.545 -5.421 -5.091
C 10.578 1.603 4.439
C 10.255 2.646 5.495
C 9.123 2.152 6.521
O 7.833 2.326 5.767
C 6.993 1.205 6.025
N 11.490 2.876 6.204
H 11.367 1.867 3.735
H 9.757 1.334 3.776
H 10.935 0.698 4.930
H 9.941 3.515 4.917
H 9.139 2.911 7.303
H 9.291 1.254 7.115
H 7.449 0.314 5.592
H 5.998 1.400 5.624
H 6.896 1.072 7.102
H 12.128 3.076 5.447
H 11.762 2.062 6.737
C -4.916 4.677 -9.833
C -4.722 4.361 -8.330
C -4.932 2.859 -7.961
O -4.922 2.774 -6.456
C -5.170 1.536 -5.889
N -3.389 4.707 -8.118
H -5.096 5.699 -10.167
H -5.850 4.226 -10.166
H -4.191 4.152 -10.455
H -5.389 5.105 -7.896
H -4.306 2.115 -8.454
H -5.921 2.489 -8.232
H -4.234 1.002 -6.058
H -5.972 0.999 -6.396
H -5.553 1.613 -4.871
H -2.849 4.644 -8.969
H -2.992 3.960 -7.567
```

Atom charges from the Löwdin analysis, given in e for atoms 1 to 4: 1.466 -0.628 0.112 0.118